No. 1
Density functional theory data (ωB97M-V/def2-TZVPD) for 10 unconnected molecules or ions with the total composition C5H31NO9S2.

Properties
- HOMO-LUMO gap: 8.75 eV
- Energy relative to the best compared isomer or geometry (same formula, charge and spin): 0.0 kcal per mole
- Total energy: -47275.622 eV
- 2S+1: 1
- SMILES: CCN[C@H](C)CSS.O.O.O.O.O.O.O.O.O

Each line ends with the Mulliken charge.
Atoms and positions in Å:
S (1.012, 0.636, 4.498)  -0.164
S (1.716, 1.890, 3.025)  -0.057
C (0.345, 2.387, 1.932)  -0.835
C (0.491, 1.470, 0.654)  0.987
C (1.771, 1.604, -0.157)  -1.456
N (0.279, 0.127, 1.103)  0.547
C (-0.251, -0.707, -0.050)  0.678
C (-0.372, -2.184, 0.328)  -1.339
H (1.390, -0.637, 4.174)  0.057
H (0.356, 3.464, 1.557)  0.405
H (-0.622, 2.391, 2.456)  0.385
H (-0.461, 1.886, 0.080)  -0.377
H (2.418, 0.740, -0.210)  0.195
H (2.421, 2.406, 0.174)  0.517
H (1.461, 1.952, -1.160)  0.291
H (1.012, -0.289, 1.682)  -0.177
H (0.252, -0.599, -1.039)  -0.187
H (-1.187, -0.193, -0.280)  -0.113
H (-0.752, -2.289, 1.351)  0.182
H (-1.187, -2.539, -0.299)  0.407
H (0.456, -2.827, 0.042)  0.470
H (3.394, -1.620, 1.798)  0.275
H (2.587, -1.364, 3.150)  0.203
O (2.630, -1.140, 2.217)  -0.527
H (0.576, -0.749, -3.434)  0.311
H (1.598, -1.530, -4.354)  0.254
O (1.345, -1.325, -3.458)  -0.619
H (3.915, -2.554, -0.133)  0.346
H (4.406, -1.159, 0.102)  0.340
O (4.457, -2.036, 0.520)  -0.782
H (1.938, -2.607, -0.726)  0.378
H (2.258, -2.161, -2.197)  0.338
O (2.627, -2.579, -1.401)  -0.728
H (-4.418, -1.166, 0.473)  0.300
H (-3.109, -0.571, 0.086)  0.437
O (-4.025, -0.590, -0.192)  -0.702
H (-4.150, 1.307, -0.520)  0.350
H (-4.287, 2.433, 0.471)  0.263
O (-3.822, 2.218, -0.347)  -0.610
H (-1.856, -0.151, 1.727)  0.277
H (-2.594, -1.564, 1.974)  0.336
O (-2.626, -0.613, 2.036)  -0.761
H (-1.726, 2.903, -1.773)  0.309
H (-3.190, 3.051, -2.221)  0.323
O (-2.329, 2.778, -2.545)  -0.747
H (-1.315, 0.485, -4.454)  0.245
H (-1.717, 1.153, -3.141)  0.375
O (-1.114, 0.465, -3.518)  -0.601

No. 2
Density functional theory data (ωB97M-V/def2-TZVPD) for 11 unconnected molecules or ions with the total composition C5H32N2O11.

Properties
- HOMO-LUMO gap: 9.14 eV
- Energy relative to the best compared isomer or geometry (same formula, charge and spin): 148.6 kcal per mole
- Total energy: -31203.531 eV
- 2S+1: 1
- SMILES: CCN(C)C(=O)CN.O.O.O.O.O.O.O.O.O.O

Each line ends with the Mulliken charge.
Atoms and positions in Å:
N (0.901, 2.991, -1.186)  -0.672
C (0.472, 2.160, -0.097)  0.336
C (-0.462, 1.111, -0.780)  0.054
N (-0.203, -0.245, -1.078)  0.963
C (0.643, -1.099, -0.241)  -0.006
C (-0.135, -2.392, 0.121)  -1.086
C (-0.371, -0.639, -2.476)  -0.974
O (-1.418, 1.582, -1.371)  -0.637
H (1.630, 2.813, -1.872)  0.226
H (0.152, 3.212, -1.740)  0.280
H (-0.176, 2.593, 0.687)  -0.134
H (1.306, 1.621, 0.492)  0.077
H (0.999, -0.518, 0.714)  -0.080
H (1.649, -1.339, -0.788)  -0.086
H (-0.090, -3.039, -0.748)  0.341
H (0.241, -2.876, 0.999)  0.441
H (-1.287, -2.490, 0.285)  0.237
H (-0.011, -1.713, -2.552)  0.273
H (-1.440, -0.562, -2.701)  0.395
H (-0.027, -0.029, -3.417)  0.257
H (-2.540, -1.129, -0.708)  0.302
H (-2.453, -0.745, 0.753)  0.206
O (-3.083, -0.935, 0.007)  -0.582
H (3.418, -0.191, 1.928)  0.316
H (2.537, 0.642, 2.946)  0.288
O (2.754, -0.218, 2.553)  -0.616
H (3.167, 1.362, -1.557)  0.203
H (4.428, 1.438, -1.113)  0.258
O (3.879, 0.840, -1.404)  -0.586
H (4.518, -1.825, 0.233)  0.406
H (4.477, -0.553, -0.252)  0.295
O (5.022, -0.994, 0.419)  -0.663
H (-2.894, 1.946, 0.359)  0.379
H (-3.902, 1.100, -0.427)  0.544
O (-3.866, 1.953, -0.011)  -0.681
H (-3.306, -1.697, 2.290)  0.340
H (-2.883, -3.049, 2.838)  0.252
O (-2.671, -2.171, 2.737)  -0.552
H (-2.171, 3.682, 1.832)  0.256
H (-1.677, 2.508, 2.633)  0.237
O (-1.501, 2.977, 1.851)  -0.558
H (-2.678, 0.946, -3.041)  0.318
H (-3.437, 0.706, -1.747)  0.138
O (-3.505, 0.433, -2.669)  -0.729
H (-0.301, 0.455, 4.352)  0.253
H (-1.313, 0.283, 3.252)  0.320
O (-0.498, 0.781, 3.509)  -0.592
H (2.164, -2.780, -1.575)  0.311
H (2.906, -3.900, -0.974)  0.322
O (3.039, -3.006, -1.266)  -0.590

No. 3
Density functional theory data (ωB97M-V/def2-TZVPD) for 11 unconnected molecules or ions with the total composition C5H32N2O11.

Properties
- HOMO-LUMO gap: 9.15 eV
- Energy relative to the best compared isomer or geometry (same formula, charge and spin): 129.6 kcal per mole
- Total energy: -31204.356 eV
- 2S+1: 1
- SMILES: C=NCC[C@H](N)CO.O.O.O.O.O.O.O.O.O.O

Each line ends with the Mulliken charge.
Atoms and positions in Å:
C (0.019, 1.694, 2.417)  -0.004
O (0.178, 0.315, 2.752)  -0.561
C (-0.887, 1.759, 1.114)  0.312
C (-1.027, 0.409, 0.299)  -0.271
C (-2.458, 0.321, -0.328)  -0.851
C (-3.060, -1.551, -1.616)  -0.332
N (-2.723, -1.071, -0.488)  -0.190
N (-0.323, 2.888, 0.313)  -0.515
H (1.065, 1.900, 2.074)  -0.340
H (-0.399, 2.184, 3.310)  0.267
H (-0.690, -0.134, 3.026)  0.330
H (-1.859, 2.002, 1.648)  0.287
H (-0.933, -0.461, 0.958)  0.310
H (-0.187, 0.497, -0.367)  0.435
H (-3.025, 0.894, 0.504)  0.294
H (-2.652, 0.905, -1.149)  0.215
H (-3.119, -1.102, -2.640)  0.246
H (-3.092, -2.667, -1.557)  0.271
H (-0.288, 2.673, -0.630)  0.112
H (-0.745, 3.739, 0.478)  0.156
H (1.882, -0.595, 2.140)  0.356
H (2.731, -0.556, 0.772)  0.284
O (2.745, -0.821, 1.714)  -0.676
H (3.681, 0.697, -1.464)  0.290
H (3.776, 2.221, -1.187)  0.338
O (3.665, 1.536, -1.867)  -0.620
H (1.387, -2.743, 2.004)  0.254
H (1.873, -2.662, 0.596)  0.276
O (1.138, -3.049, 1.149)  -0.492
H (2.012, -1.728, -1.202)  0.339
H (2.881, -1.841, -2.351)  0.234
O (2.832, -1.271, -1.497)  -0.557
H (-2.589, 2.705, -2.550)  0.272
H (-1.025, 2.146, -2.533)  0.325
O (-1.656, 2.788, -2.269)  -0.618
H (0.131, -3.395, -1.314)  0.317
H (1.198, -3.673, -2.534)  0.279
O (0.660, -3.103, -2.034)  -0.653
H (1.343, 1.750, -3.908)  0.286
H (1.609, 2.165, -2.566)  0.277
O (0.829, 1.742, -3.010)  -0.634
H (-0.985, -3.766, 0.752)  0.296
H (-2.349, -3.079, 1.176)  0.303
O (-1.695, -3.727, 1.376)  -0.666
H (1.859, 2.773, 0.249)  0.357
H (2.711, 2.153, 1.316)  0.314
O (2.669, 2.406, 0.372)  -0.596
H (-2.182, -1.960, 3.386)  0.392
H (-2.586, -1.264, 2.114)  0.278
O (-2.341, -1.042, 3.051)  -0.725

No. 4
Density functional theory data (ωB97M-V/def2-TZVPD) for 10 unconnected molecules or ions with the total composition C5H32N2O9S.

Properties
- HOMO-LUMO gap: 8.69 eV
- Energy relative to the best compared isomer or geometry (same formula, charge and spin): 127.9 kcal per mole
- Total energy: -37944.108 eV
- 2S+1: 1
- SMILES: CCNC[C@@H](N)CS.O.O.O.O.O.O.O.O.O

Each line ends with the Mulliken charge.
Atoms and positions in Å:
N (-1.463, 0.759, -2.966)  -0.506
C (-1.050, 0.905, -1.598)  0.438
C (-1.757, 2.008, -0.819)  -1.032
S (-3.656, 1.784, -0.869)  -0.225
C (-1.067, -0.449, -0.833)  0.607
N (0.131, -0.824, -0.125)  0.894
C (0.627, -2.211, -0.213)  -0.593
C (0.633, -2.799, -1.623)  -1.516
H (-2.316, 1.206, -3.120)  0.264
H (-3.668, 0.862, 0.117)  0.132
H (-0.764, 1.161, -3.575)  0.246
H (0.037, 1.091, -1.561)  -0.128
H (-1.359, 2.441, 0.087)  0.232
H (-1.504, 2.876, -1.348)  0.570
H (-1.492, -1.197, -1.557)  -0.215
H (-1.880, -0.367, -0.034)  -0.550
H (0.877, -0.248, -0.424)  -0.370
H (0.076, -2.945, 0.347)  0.445
H (1.606, -2.275, 0.320)  0.475
H (1.419, -3.529, -1.533)  0.393
H (-0.424, -3.042, -1.741)  0.397
H (0.833, -2.353, -2.559)  0.277
H (0.302, -1.851, 2.553)  0.324
H (0.646, -3.076, 3.404)  0.298
O (0.773, -2.730, 2.518)  -0.627
H (-3.126, -1.345, -3.581)  0.316
H (-4.108, -1.313, -2.315)  0.314
O (-3.888, -1.792, -3.131)  -0.639
H (2.025, 2.682, -0.705)  0.265
H (2.205, 1.279, 0.036)  0.199
O (1.763, 1.715, -0.679)  -0.632
H (-0.532, 2.944, 2.529)  0.353
H (0.497, 2.542, 3.550)  0.314
O (0.276, 3.262, 2.962)  -0.654
H (0.301, 0.761, 3.056)  0.218
H (-0.452, 0.538, 1.619)  0.431
O (-0.491, 0.619, 2.619)  -0.725
H (1.982, 2.112, 2.065)  0.378
H (2.926, 3.123, 2.032)  0.287
O (2.916, 2.191, 1.720)  -0.632
H (-2.876, -1.558, 2.488)  0.277
H (-1.704, -1.182, 1.471)  0.196
O (-2.458, -0.879, 1.939)  -0.538
H (3.244, 0.385, -1.712)  0.319
H (3.734, -0.272, -3.117)  0.281
O (3.302, -0.321, -2.263)  -0.571
H (3.585, 0.041, 2.529)  0.283
H (2.672, -0.641, 1.647)  0.224
O (2.646, -0.085, 2.395)  -0.491